DFT (ωB97M-V with the def2-TZVPD basis set) results for a single C4H10N2O2 molecule at a distorted geometry.

## Properties
orbital gap = 10.2 eV
F_max = 0.0360 hartree/bohr
structure (SMILES) = C[C@H](CO)NNC=O
E_HOMO = -9.4 eV
E = -418.3613 Ha
energy above the lowest of the compared OMol25 structures with the same formula, charge and spin = 261.6 kJ/mol

```
! wB97M-V def2-TZVPD RIJCOSX def2/J DEFGRID3
* xyz 0 1
C 2.05 -0.42 0.08
C 0.77 -0.95 0.67
C 0.12 -1.71 -0.51
C -1.07 1.72 -0.05
H 1.76 0.26 -0.75
H 2.66 0.18 0.83
H 2.60 -1.28 -0.32
H 1.02 -1.71 1.45
H 0.77 -2.48 -0.90
H -0.88 -2.15 -0.29
H -0.68 -0.18 -1.35
H -1.08 -0.19 1.31
H 0.34 2.02 1.39
H -0.86 2.79 -0.35
N -0.07 0.04 1.31
N -0.07 1.33 0.77
O -0.01 -0.83 -1.61
O -1.97 1.00 -0.48
*
```